The following is a quantum chemistry calculation of a single C5H4N2 molecule, from the OMol25 dataset.

XYZ file:
```
11
Properties=species:S:1:pos:R:3:forces:R:3:lowdin_charge:R:1
C 2.8010 -0.2085 0.0568 -0.5 0.2 -0.1 0.126
C 1.6070 -0.3033 0.1562 0.5 0.1 -0.1 -0.071
C 0.1962 -0.1818 0.1620 -0.2 0.1 -0.1 -0.305
C -0.8070 -0.8707 -0.4863 0.0 0.0 0.0 -0.024
C -1.9498 -0.0721 -0.2944 -0.2 0.0 0.0 -0.162
N -1.6852 1.0155 0.4208 0.0 -0.2 -0.1 0.032
N -0.3849 0.9269 0.6906 0.1 0.0 0.1 0.010
H 3.7902 0.0631 -0.2053 0.4 -0.3 0.2 0.027
H -0.7000 -1.7958 -1.0335 -0.1 0.2 0.1 0.105
H -2.9516 -0.2345 -0.6660 0.1 0.0 0.1 0.099
H 0.0842 1.6612 1.1989 -0.1 -0.1 -0.1 0.162
```
Forces are in eV/Å.

Summary:
Net charge ... 0
HOMO energy ... -9.1 eV
Strongest force on any atom ... 0.59 eV Å⁻¹
Relative energy (zero: lowest compared OMol25 entry of this formula, charge and spin) ... 1.957 eV

The following is a quantum chemistry calculation of a single C5H4N2 molecule, from the OMol25 dataset.

XYZ file:
```
11
Properties=species:S:1:pos:R:3:forces:R:3:lowdin_charge:R:1
C 3.1502 0.5450 0.4002 -0.9 -0.2 0.0 -0.049
C 1.9146 0.3085 0.4374 0.8 0.1 0.2 -0.286
C 0.5296 0.1033 0.0919 -0.2 -0.1 0.1 -0.397
C -0.2633 -1.0770 -0.1389 0.0 0.1 0.0 0.047
C -1.5812 -0.6626 -0.1259 0.0 -0.1 0.0 -0.109
N -1.6766 0.6584 0.1386 0.3 -0.1 0.0 0.087
N -0.4607 1.0894 0.2802 -0.1 0.1 0.0 0.054
H 1.0038 0.2672 -0.9445 0.0 0.0 -0.2 0.233
H 0.1441 -2.0572 -0.3432 -0.1 0.2 0.0 0.129
H -2.4813 -1.2332 -0.3074 0.1 0.1 0.1 0.111
H -0.2792 2.0583 0.5116 0.0 -0.1 -0.1 0.180
```
Forces are in eV/Å.

Summary:
Net charge ... 0
HOMO energy (spin up / spin down) ... -8.6 / -8.6 eV
Strongest force on any atom ... 0.89 eV Å⁻¹
Relative energy (zero: lowest compared OMol25 entry of this formula, charge and spin) ... 6.509 eV

The following is a quantum chemistry calculation of a molecular structure, C5H4N2O in a non-equilibrium geometry, from the OMol25 dataset.

XYZ file:
```
12
Properties=species:S:1:pos:R:3:forces:R:3:lowdin_charge:R:1
C -1.0527 -0.9511 0.0245 -1.0 1.1 0.2 -0.407
C 0.2236 -1.6053 0.0532 1.7 0.1 -0.1 0.009
C 1.1824 -0.6302 -0.1989 0.1 -1.5 0.4 -0.089
C 0.8721 0.7766 -0.2250 -2.0 4.2 1.1 -0.058
C -0.3899 1.4354 -0.0139 4.0 -3.6 -0.7 -0.043
N -1.5332 -0.2110 0.9701 0.3 0.1 1.0 0.166
N -1.6908 0.8417 -0.0411 -1.5 -1.2 -0.7 -0.027
O -1.4300 -0.2130 -1.0463 0.1 -0.3 -1.0 0.014
H 0.2591 -2.6192 0.4766 0.8 0.6 -0.5 0.116
H 2.2939 -0.7099 -0.1631 -1.1 -1.0 -0.1 0.116
H 1.7899 1.4980 -0.1404 -2.0 -1.5 -0.3 0.133
H -0.5245 2.3880 0.3043 0.5 3.0 0.6 0.069
```
Forces are in eV/Å.

Summary:
Net charge ... 0
HOMO energy ... -9.1 eV
Strongest force on any atom ... 5.47 eV Å⁻¹
Relative energy (zero: lowest compared OMol25 entry of this formula, charge and spin) ... 6.453 eV

The following is a quantum chemistry calculation of a molecular structure, C5H4N2O in a non-equilibrium geometry, from the OMol25 dataset.

XYZ file:
```
12
Properties=species:S:1:pos:R:3:forces:R:3:lowdin_charge:R:1
C 3.8707 -0.0389 -0.1072 -0.4 -0.9 -0.6 -0.425
C -1.0424 -0.2722 -0.2372 0.3 1.0 -0.4 -0.086
C -0.3327 -1.4922 0.1838 -1.8 -0.5 0.4 -0.036
C -0.2809 0.8703 0.1839 -0.7 0.0 -1.2 -0.161
C 0.7445 -0.8067 0.6460 -0.6 1.9 -1.0 0.028
N 4.3567 -1.0830 -0.2501 -0.3 0.7 0.4 0.131
N 0.8326 0.4577 0.8286 1.9 -1.8 1.6 0.009
O 3.3715 1.1386 -0.0780 0.4 1.1 0.0 0.082
H -1.9158 -0.1313 -0.9100 0.7 -0.8 0.6 0.106
H -0.7045 -2.5581 0.2084 0.9 1.7 -0.2 0.127
H -0.2501 1.9666 -0.0463 -0.9 -1.3 0.0 0.128
H 2.3932 1.2642 -0.0216 0.4 -1.1 0.4 0.096
```
Forces are in eV/Å.

Summary:
Net charge ... 0
HOMO energy (spin up / spin down) ... -9.6 / -9.6 eV
Strongest force on any atom ... 3.11 eV Å⁻¹
Relative energy (zero: lowest compared OMol25 entry of this formula, charge and spin) ... 5.213 eV

The following is a quantum chemistry calculation of a single C5H4N2O molecule in a non-equilibrium geometry, from the OMol25 dataset.

XYZ file:
```
12
Properties=species:S:1:pos:R:3:forces:R:3:lowdin_charge:R:1
C -0.1180 -1.1012 -1.4852 0.3 0.2 -0.6 -0.113
C 0.4741 0.1927 -1.5957 0.3 -1.5 3.8 0.028
C 0.4771 0.6692 -0.1290 -0.2 -2.7 -3.9 -0.240
C 0.0611 1.3389 1.8909 -2.5 0.1 0.9 -0.150
C -0.2458 -0.2155 0.5410 -2.7 -1.2 1.6 -0.422
H -0.0634 -1.9863 -2.2596 -0.4 2.2 1.8 0.142
H 1.2318 0.4832 -2.2732 0.1 0.2 -1.0 0.065
H -0.0792 2.2575 2.6835 0.8 -2.9 -2.2 0.186
H -1.1156 -2.1991 0.3092 1.7 3.7 -2.3 0.245
N -0.6745 0.2174 1.7684 2.1 1.9 0.9 0.153
N -0.6902 -1.2424 -0.1996 -1.0 -4.7 -0.1 0.047
O 0.7426 1.5856 0.7494 1.6 4.8 1.1 0.059
```
Forces are in eV/Å.

Summary:
Net charge ... 0
HOMO energy ... -8.3 eV
Strongest force on any atom ... 5.14 eV Å⁻¹
Relative energy (zero: lowest compared OMol25 entry of this formula, charge and spin) ... 2.382 eV

The following is a quantum chemistry calculation of a molecular structure, C5H4N2O in a non-equilibrium geometry, from the OMol25 dataset.

XYZ file:
```
12
Properties=species:S:1:pos:R:3:forces:R:3:lowdin_charge:R:1
C 0.1690 -1.1367 0.2701 -1.5 -1.2 0.7 -0.328
C -0.0350 0.3036 0.9019 4.3 -0.6 -2.5 -0.093
C 1.2637 1.0840 1.0700 -1.4 -0.2 -0.3 -0.178
C -0.4436 -0.1283 -0.6179 -1.3 3.9 0.4 -0.204
C -1.8456 0.1027 -1.0773 -5.0 1.2 0.1 -0.153
H 0.9368 -1.7600 -1.5558 2.2 0.1 5.7 0.287
H -0.5154 -1.8304 0.9900 1.6 1.1 -2.5 0.199
H -0.6512 0.4155 1.7536 -1.0 -0.2 0.3 0.117
H 0.1966 0.5526 -1.3133 -0.5 -2.0 1.2 0.183
N 2.2302 1.6874 1.2665 -0.8 -0.6 -0.2 0.141
N -2.9874 0.4335 -1.3086 6.1 -1.9 1.0 0.129
O 1.3353 -1.6970 -0.3575 -2.8 0.3 -4.0 -0.102
```
Forces are in eV/Å.

Summary:
Net charge ... 0
HOMO energy ... -10.7 eV
Strongest force on any atom ... 6.46 eV Å⁻¹
Relative energy (zero: lowest compared OMol25 entry of this formula, charge and spin) ... 4.266 eV

> Which of these has the lowest strongest force on any atom?

number 1